1.
Molecular formula: C40H29NO24
Method: DFT, the ωB97M-V functional and the def2-TZVPD basis

Summary:
- Kohn-Sham gap: 7.86 eV
- DFT total energy: -3402.1362 Ha
- Structure (SMILES): COCc1ccc2c(c1O)C(=O)NC2=O.O=C1C=C(O)C(=O)C=C1O.O=C1C=C(O)C(=O)C=C1O.O=C1C=C(O)C(=O)C=C1O.O=C1C=C(O)C(=O)C=C1O.O=C1C=C(O)C(=O)C=C1O
- Relative energy (zero: lowest compared OMol25 entry of this formula, charge and spin): 0.0 kJ/mol
- E_HOMO: -0.3556 Ha

Element x y z (Å)
1 C -0.702 -1.408 4.025
2 O -1.011 -0.280 3.204
3 C -1.870 0.625 3.880
4 C -3.321 0.254 3.530
5 C -3.585 -0.310 2.308
6 C -4.887 -0.678 1.991
7 C -5.872 -0.453 2.906
8 C -5.613 0.155 4.135
9 C -4.327 0.507 4.461
10 O -4.061 1.065 5.676
11 C -6.930 0.314 4.899
12 O -7.211 1.010 5.831
13 N -7.835 -0.568 4.183
14 C -7.365 -0.767 2.827
15 O -8.039 -1.133 1.908
16 H 0.265 -1.231 4.521
17 H -0.639 -2.301 3.397
18 H -1.449 -1.591 4.811
19 H -1.656 1.662 3.591
20 H -1.753 0.517 4.969
21 H -2.808 -0.484 1.574
22 H -5.126 -1.123 1.029
23 H -3.445 1.798 5.570
24 H -7.624 -1.477 4.607
25 O 1.215 2.243 1.299
26 C 1.978 2.457 2.223
27 C 1.844 1.822 3.524
28 C 2.705 2.112 4.507
29 O 2.621 1.551 5.713
30 C 3.824 3.091 4.309
31 O 4.564 3.328 5.244
32 C 3.971 3.709 2.998
33 C 3.111 3.416 2.015
34 O 3.209 3.956 0.801
35 H 1.031 1.118 3.653
36 H 3.355 1.930 6.233
37 H 4.791 4.401 2.862
38 H 2.471 3.582 0.285
39 O -3.359 -8.825 4.246
40 C -2.788 -7.802 3.924
41 C -2.133 -7.625 2.635
42 C -1.508 -6.476 2.350
43 O -0.898 -6.270 1.183
44 C -1.455 -5.345 3.333
45 O -0.856 -4.330 3.024
46 C -2.129 -5.511 4.611
47 C -2.757 -6.659 4.896
48 O -3.388 -6.854 6.051
49 H -2.176 -8.448 1.936
50 H -0.527 -5.370 1.232
51 H -2.098 -4.682 5.304
52 H -3.753 -7.759 6.004
53 O -0.101 1.999 -1.903
54 C 0.781 1.747 -2.703
55 C 0.732 2.158 -4.099
56 C 1.728 1.835 -4.931
57 O 1.726 2.194 -6.216
58 C 2.915 1.046 -4.468
59 O 3.782 0.766 -5.276
60 C 2.977 0.653 -3.068
61 C 1.982 0.979 -2.232
62 O 1.998 0.643 -0.944
63 H -0.130 2.725 -4.420
64 H 2.552 1.836 -6.592
65 H 3.847 0.099 -2.742
66 H 1.168 0.996 -0.563
67 O 8.168 -2.131 -9.018
68 C 7.794 -2.360 -7.884
69 C 8.459 -3.311 -7.002
70 C 7.986 -3.529 -5.770
71 O 8.564 -4.388 -4.929
72 C 6.770 -2.818 -5.255
73 O 6.377 -3.072 -4.132
74 C 6.120 -1.851 -6.127
75 C 6.594 -1.629 -7.359
76 O 6.032 -0.752 -8.191
77 H 9.333 -3.819 -7.385
78 H 8.028 -4.359 -4.114
79 H 5.254 -1.331 -5.739
80 H 6.563 -0.787 -9.008
81 O -3.838 7.579 -1.913
82 C -3.453 6.596 -2.517
83 C -3.336 6.548 -3.969
84 C -2.921 5.428 -4.572
85 O -2.798 5.340 -5.897
86 C -2.569 4.198 -3.791
87 O -2.214 3.202 -4.397
88 C -2.662 4.252 -2.341
89 C -3.074 5.373 -1.736
90 O -3.173 5.470 -0.411
91 H -3.596 7.440 -4.520
92 H -2.486 4.433 -6.074
93 H -2.387 3.363 -1.790
94 H -3.493 6.375 -0.235

=====

2.
Molecular formula: C35H73O20P
Method: DFT, the ωB97M-V functional and the def2-TZVPD basis

Summary:
- Kohn-Sham gap: 10.75 eV
- DFT total energy: -3223.7345 Ha
- Structure (SMILES): COP(=O)(OC)OC.CCOC(C)=O.CCOC(C)=O.CCOC(C)=O.CCOC(C)=O.CCOC(C)=O.CCOC(C)=O.CCOC(C)=O.CCOC(C)=O
- Relative energy (zero: lowest compared OMol25 entry of this formula, charge and spin): 3.6 kJ/mol
- E_HOMO: -0.3734 Ha

Element x y z (Å)
1 C -19.404 -2.648 -14.964
2 O -19.024 -2.955 -16.323
3 P -17.953 -4.116 -16.535
4 O -18.327 -5.459 -16.039
5 O -17.645 -4.090 -18.101
6 C -18.712 -4.007 -19.061
7 O -16.635 -3.480 -15.884
8 C -15.452 -4.273 -16.023
9 H -19.411 -1.562 -14.906
10 H -18.683 -2.990 -14.220
11 H -20.385 -3.080 -14.789
12 H -19.728 -4.000 -18.680
13 H -18.477 -4.750 -19.819
14 H -18.561 -3.051 -19.575
15 H -15.552 -5.234 -16.535
16 H -15.191 -4.532 -14.991
17 H -14.585 -3.826 -16.502
18 C -10.966 -6.841 -21.131
19 C -12.126 -6.441 -20.247
20 O -11.918 -6.931 -18.937
21 C -12.587 -6.347 -17.941
22 C -12.190 -6.936 -16.606
23 O -13.450 -5.521 -18.064
24 H -11.022 -6.339 -22.102
25 H -10.755 -7.899 -21.270
26 H -10.052 -6.361 -20.758
27 H -12.139 -5.347 -20.273
28 H -13.086 -6.752 -20.668
29 H -12.963 -7.669 -16.370
30 H -12.115 -6.146 -15.863
31 H -11.219 -7.416 -16.696
32 C -20.347 -10.334 -9.690
33 C -20.156 -11.498 -10.654
34 O -19.916 -11.043 -11.992
35 C -18.675 -10.665 -12.295
36 C -18.464 -10.387 -13.756
37 O -17.773 -10.534 -11.506
38 H -20.168 -10.608 -8.649
39 H -21.337 -9.895 -9.807
40 H -19.596 -9.558 -9.848
41 H -19.351 -12.148 -10.310
42 H -21.071 -12.076 -10.746
43 H -18.813 -9.392 -14.012
44 H -18.943 -11.136 -14.388
45 H -17.395 -10.531 -13.893
46 C -16.185 -12.541 -16.133
47 C -15.501 -13.613 -15.305
48 O -14.212 -13.166 -14.883
49 C -13.386 -14.078 -14.343
50 C -12.168 -13.391 -13.770
51 O -13.558 -15.264 -14.366
52 H -15.553 -12.353 -17.001
53 H -16.513 -11.626 -15.648
54 H -17.121 -12.969 -16.506
55 H -16.140 -13.821 -14.441
56 H -15.378 -14.536 -15.869
57 H -12.515 -12.752 -12.952
58 H -11.627 -12.794 -14.498
59 H -11.574 -14.154 -13.271
60 C -8.534 -8.126 -17.930
61 C -9.112 -9.439 -17.458
62 O -10.461 -9.555 -17.915
63 C -11.186 -10.592 -17.484
64 C -12.569 -10.586 -18.085
65 O -10.735 -11.518 -16.860
66 H -8.582 -8.033 -19.014
67 H -7.502 -8.088 -17.580
68 H -9.044 -7.291 -17.448
69 H -8.489 -10.269 -17.789
70 H -9.129 -9.397 -16.366
71 H -12.820 -9.552 -18.305
72 H -13.242 -11.049 -17.369
73 H -12.534 -11.238 -18.957
74 C -13.270 -9.995 -12.283
75 C -13.466 -9.826 -13.783
76 O -14.646 -9.019 -13.960
77 C -15.186 -8.949 -15.181
78 C -16.402 -8.062 -15.188
79 O -14.741 -9.494 -16.160
80 H -14.153 -10.532 -11.924
81 H -13.155 -9.058 -11.749
82 H -12.488 -10.737 -12.120
83 H -12.646 -9.325 -14.301
84 H -13.657 -10.777 -14.285
85 H -16.095 -7.040 -14.960
86 H -17.020 -8.351 -14.342
87 H -16.962 -8.134 -16.113
88 C -16.263 -8.105 -19.466
89 C -16.299 -9.610 -19.447
90 O -17.409 -10.153 -20.176
91 C -17.308 -11.471 -20.421
92 C -18.368 -11.988 -21.361
93 O -16.465 -12.193 -19.978
94 H -15.338 -7.660 -19.119
95 H -17.160 -7.684 -19.000
96 H -16.450 -7.751 -20.490
97 H -15.404 -10.077 -19.866
98 H -16.309 -9.963 -18.410
99 H -18.521 -13.001 -20.994
100 H -17.935 -12.031 -22.360
101 H -19.291 -11.418 -21.386
102 C -19.769 -6.769 -12.337
103 C -18.666 -5.949 -12.955
104 O -17.456 -6.163 -12.190
105 C -16.448 -5.328 -12.369
106 C -15.150 -5.873 -11.835
107 O -16.556 -4.236 -12.880
108 H -19.851 -6.658 -11.255
109 H -19.526 -7.822 -12.511
110 H -20.761 -6.597 -12.751
111 H -18.499 -6.191 -14.002
112 H -18.840 -4.879 -12.831
113 H -15.236 -5.943 -10.748
114 H -14.316 -5.192 -11.988
115 H -14.947 -6.843 -12.287
116 C -15.504 -13.323 -11.223
117 C -14.710 -12.770 -10.081
118 O -13.314 -13.056 -10.162
119 C -12.610 -13.308 -9.058
120 C -11.164 -13.603 -9.290
121 O -13.105 -13.293 -7.964
122 H -16.532 -12.985 -11.076
123 H -15.472 -14.408 -11.306
124 H -15.201 -12.865 -12.170
125 H -14.817 -11.684 -10.046
126 H -15.095 -13.143 -9.130
127 H -10.613 -12.721 -8.956
128 H -10.952 -13.723 -10.351
129 H -10.830 -14.457 -8.712